# 1
{"formula": "C3H3F3O", "method": "wB97M-V/def2-TZVPD", "lumo_ev": 0.60, "e_homo_ev": -9.9, "smiles": "FC=C(F)F.C=O", "gap_ev": 10.5, "elements": ["C", "C", "C", "O", "F", "F", "F", "H", "H", "H"], "positions_angstrom": [[0.63, -0.79, -0.27], [-1.05, 2.00, 0.84], [-2.13, 1.26, 0.66], [1.10, 0.28, -0.52], [-0.77, 2.54, 2.03], [-2.41, 0.70, -0.51], [-3.06, 0.95, 1.55], [1.17, -1.54, 0.33], [-0.37, -1.10, -0.63], [-0.32, 2.19, 0.07]], "nbo_charge": [0.29, 0.06, 0.64, -0.50, -0.31, -0.30, -0.29, 0.11, 0.11, 0.21]}

***

# 2
{"formula": "C5H8O2", "method": "wB97M-V/def2-TZVPD", "lumo_ev": 1.00, "e_homo_ev": -10.0, "smiles": "C[C@@H]1[C@H](O)[C@@H]2O[C@H]12", "gap_ev": 11.0, "elements": ["C", "C", "C", "O", "C", "C", "O", "H", "H", "H", "H", "H", "H", "H", "H"], "positions_angstrom": [[-0.89, -0.27, -1.53], [-0.72, -0.35, -0.01], [0.52, -1.09, 0.49], [1.68, -0.52, -0.08], [1.16, 0.06, 1.13], [-0.19, 0.90, 0.74], [0.15, 2.02, -0.03], [-1.06, -1.28, -1.94], [0.01, 0.14, -2.00], [-1.74, 0.36, -1.81], [-1.62, -0.73, 0.47], [0.56, -2.10, 0.85], [1.87, 0.01, 1.97], [-0.75, 1.17, 1.64], [1.05, 1.70, 0.11]], "nbo_charge": [-0.61, -0.27, 0.07, -0.48, -0.06, 0.11, -0.70, 0.21, 0.23, 0.22, 0.21, 0.20, 0.22, 0.18, 0.49]}

***

# 3
{"formula": "CH3BrF2Si", "method": "wB97M-V/def2-TZVPD", "lumo_ev": [-0.87, -0.18], "e_homo_ev": [-9.5, -7.9], "gap_ev": [8.6, 7.7], "elements": ["C", "F", "F", "Si", "Br", "H", "H", "H"], "positions_angstrom": [[1.50, -0.99, -0.38], [1.16, -2.28, -0.21], [2.43, -0.64, 0.54], [-1.35, 1.20, 0.39], [-2.94, -0.24, -0.15], [1.86, -0.79, -1.40], [-1.38, 1.48, 1.80], [-1.28, 2.26, -0.60]], "nbo_charge": [0.55, -0.34, -0.34, 0.65, -0.31, 0.12, -0.16, -0.17]}

***

# 4
{"formula": "C3H4N2OS", "method": "wB97M-V/def2-TZVPD", "lumo_ev": -0.53, "e_homo_ev": -9.1, "gap_ev": 8.6, "elements": ["C", "C", "C", "H", "H", "H", "H", "N", "N", "O", "S"], "positions_angstrom": [[0.11, 0.31, -0.07], [1.39, 1.14, 0.26], [0.57, -1.03, 0.12], [-3.20, 0.65, -0.88], [1.57, 0.85, 1.74], [1.48, 2.38, -0.11], [-0.07, -1.83, 0.09], [-1.01, 0.99, -0.17], [1.85, -1.07, -0.03], [2.40, 0.06, -0.31], [-2.34, -0.28, 0.07]], "nbo_charge": [0.12, -0.16, -0.14, 0.17, 0.21, 0.28, 0.23, -0.45, 0.02, -0.32, 0.04]}

***

# 5
{"formula": "C6H5FNO2S", "method": "wB97M-V/def2-TZVPD", "lumo_ev": 3.01, "total_charge": -1, "e_homo_ev": -5.0, "gap_ev": 8.0, "elements": ["C", "C", "C", "C", "C", "C", "N", "O", "O", "F", "S", "H", "H", "H", "H", "H"], "positions_angstrom": [[-1.38, -0.29, -0.59], [-3.37, 0.54, 0.45], [-1.35, 0.99, -0.14], [1.27, -1.28, 0.68], [2.86, 0.53, -0.14], [1.96, -0.42, -0.37], [-2.45, 1.42, 0.50], [1.57, -0.98, 1.85], [0.60, -2.22, 0.21], [1.88, -0.73, -1.69], [-2.94, -0.97, -0.42], [-0.54, -0.92, -1.07], [-4.23, 0.73, 0.99], [3.19, 0.87, 0.88], [3.40, 1.10, -0.88], [-0.46, 1.62, -0.25]], "nbo_charge": [-0.42, -0.13, -0.10, 0.69, -0.49, 0.28, -0.43, -0.73, -0.75, -0.36, 0.35, 0.31, 0.19, 0.22, 0.18, 0.21]}

***

# 6
{"formula": "C24H27F6NNdO2P2", "method": "wB97M-V/def2-TZVPD", "lumo_ev": [-2.99, -2.87], "total_charge": 1, "e_homo_ev": [-10.7, -10.7], "s_squared": 3.7548, "multiplicity": 4, "gap_ev": [7.7, 7.8], "elements": ["C", "C", "C", "C", "C", "C", "C", "C", "C", "C", "C", "C", "C", "H", "H", "H", "H", "H", "H", "H", "N", "Nd", "C", "H", "H", "C", "H", "H", "P", "P", "C", "H", "H", "H", "C", "H", "H", "H", "C", "H", "H", "H", "C", "H", "H", "H", "C", "O", "H", "C", "C", "O", "C", "F", "F", "F", "C", "F", "F", "F", "H", "H", "H"], "positions_angstrom": [[-1.06, 3.59, -2.38], [-0.95, 2.24, -2.06], [0.36, 1.72, -1.83], [1.49, 2.49, -2.12], [1.35, 3.84, -2.44], [0.08, 4.39, -2.55], [2.86, 1.85, -1.91], [2.79, 0.34, -2.13], [1.60, -0.31, -1.81], [1.45, -1.70, -2.04], [2.56, -2.42, -2.46], [3.79, -1.78, -2.67], [3.91, -0.40, -2.52], [-2.05, 4.03, -2.52], [2.26, 4.43, -2.60], [-0.03, 5.45, -2.79], [3.55, 2.28, -2.64], [2.47, -3.50, -2.62], [4.66, -2.37, -2.98], [4.85, 0.12, -2.70], [0.57, 0.45, -1.22], [-0.02, 0.54, 0.82], [-2.18, 1.36, -1.98], [-2.02, 0.41, -2.53], [-3.06, 1.88, -2.40], [0.10, -2.36, -1.83], [-0.66, -1.92, -2.48], [0.16, -3.44, -2.02], [-2.66, 0.87, -0.24], [-0.52, -2.15, -0.10], [0.76, -3.13, 0.76], [0.54, -3.17, 1.83], [0.79, -4.14, 0.33], [1.75, -2.66, 0.64], [-1.91, -3.32, -0.04], [-1.63, -4.27, -0.51], [-2.17, -3.49, 1.02], [-2.79, -2.89, -0.55], [-3.53, 2.37, 0.31], [-4.60, 2.28, 0.07], [-3.41, 2.45, 1.40], [-3.12, 3.27, -0.15], [-4.02, -0.29, -0.53], [-4.08, -0.97, 0.33], [-4.97, 0.25, -0.62], [-3.85, -0.89, -1.43], [3.31, 2.08, -0.55], [2.69, 1.87, 0.49], [4.29, 2.47, -0.82], [1.19, 0.09, 4.88], [0.25, -0.53, 3.88], [0.75, -0.60, 2.59], [-0.06, -2.00, 4.34], [-0.57, -2.05, 5.60], [-0.94, -2.64, 3.52], [1.09, -2.73, 4.33], [-1.09, 0.27, 3.88], [-1.57, 0.58, 5.09], [-0.88, 1.50, 3.19], [-2.09, -0.34, 3.16], [2.13, -0.48, 4.87], [0.74, 0.06, 5.87], [1.40, 1.12, 4.59]], "lowdin_spin": [0.00, 0.00, 0.00, 0.00, 0.00, 0.00, 0.00, 0.00, 0.00, 0.00, 0.00, 0.00, 0.00, 0.00, 0.00, 0.00, 0.00, 0.00, 0.00, 0.00, -0.02, 3.04, 0.00, 0.00, 0.00, 0.00, 0.00, 0.00, -0.01, -0.01, 0.00, 0.00, 0.00, 0.00, 0.00, 0.00, 0.00, 0.00, 0.00, 0.00, 0.00, 0.00, 0.00, 0.00, 0.00, 0.00, 0.00, 0.00, 0.00, 0.00, 0.00, -0.01, 0.00, 0.00, 0.00, 0.00, 0.00, 0.00, 0.00, 0.00, 0.00, 0.00, 0.00]}

***

no.,maximum force (eV/A)
1,0.6
2,2.8
3,1.6
4,5.3
5,2.7
6,3.3